Entry 1:
50
Properties=species:S:1:pos:R:3 method="wB97M-V/def2-TZVPD" e_lumo_ev=0.1 e_above_lowest_kj_mol=194.32 homo_lumo_gap_ev=8.47 homo_energy_ev=-8.41
C 1.177 1.243 -1.457
H 0.755 0.234 -1.398
O 0.526 2.131 -0.581
C -0.839 2.305 -0.880
C -1.425 3.286 0.133
H -1.334 2.853 1.129
H -0.827 4.197 0.107
C -2.888 3.639 -0.144
N -3.771 2.511 0.041
C -4.479 2.319 1.170
O -4.614 3.144 2.046
C -5.155 0.940 1.244
O -4.486 -0.057 0.506
C -3.182 -0.329 0.819
C -2.500 0.197 1.913
C -1.159 -0.086 2.085
C -0.476 -0.884 1.173
C -1.173 -1.439 0.099
C -2.511 -1.170 -0.073
H -3.064 -1.582 -0.904
H -0.641 -2.067 -0.599
C 0.962 -1.097 1.306
N 1.590 -1.653 0.274
C 2.903 -1.809 0.351
C 3.612 -1.412 1.487
C 2.861 -0.862 2.514
N 1.554 -0.703 2.434
H 3.321 -0.531 3.437
H 4.683 -1.507 1.555
C 3.574 -2.404 -0.820
N 3.093 -2.071 -2.013
C 3.667 -2.573 -3.087
C 4.750 -3.440 -3.044
C 5.248 -3.798 -1.802
C 4.656 -3.271 -0.667
H 5.008 -3.542 0.317
H 6.084 -4.478 -1.718
H 5.186 -3.826 -3.953
H 3.236 -2.263 -4.031
H -0.616 0.330 2.919
H -2.998 0.840 2.621
H -5.270 0.663 2.299
H -6.151 1.011 0.798
H -3.696 1.748 -0.614
H -3.217 4.407 0.560
H -3.002 4.014 -1.166
H -1.355 1.333 -0.833
H -0.951 2.702 -1.903
H 2.219 1.210 -1.149
H 1.115 1.596 -2.494

=====

Entry 2:
90
Properties=species:S:1:pos:R:3 method="wB97M-V/def2-TZVPD" e_lumo_ev=0.4 homo_lumo_gap_ev=9.10 homo_energy_ev=-8.70
C 4.481 -3.654 2.291
C 5.460 -2.834 1.346
O 5.230 -1.431 1.677
O 3.086 -3.321 2.025
H 4.761 -3.384 3.305
H 4.597 -4.746 2.158
H 5.123 -3.029 0.319
H 6.489 -3.147 1.446
H 4.319 -1.216 1.422
H 2.996 -2.363 2.181
C 2.616 3.965 -1.187
C 1.606 3.930 -2.326
O 0.928 2.653 -2.263
O 1.929 3.905 0.066
H 3.197 4.899 -1.231
H 3.267 3.073 -1.250
H 2.038 3.999 -3.347
H 0.907 4.746 -2.203
H 0.250 2.771 -1.588
H 1.041 4.365 0.040
C -2.753 2.022 -2.074
C -3.672 2.433 -0.959
O -4.587 3.493 -1.440
O -3.524 1.455 -3.131
H -2.043 1.320 -1.680
H -2.301 2.947 -2.489
H -3.144 2.719 -0.060
H -4.247 1.553 -0.698
H -5.091 3.014 -2.125
H -2.956 1.343 -3.888
C -2.001 4.994 -0.070
O -1.157 4.100 0.129
N -1.977 6.197 0.534
C -3.012 7.103 0.174
C -0.950 6.572 1.427
H -2.803 4.858 -0.799
H -2.757 7.872 -0.587
H -3.436 7.643 1.028
H -3.851 6.582 -0.197
H -0.348 5.689 1.700
H -0.221 7.304 0.993
H -1.383 7.044 2.306
C -2.030 -4.552 -2.199
O -1.727 -4.961 -1.110
N -2.570 -3.326 -2.386
C -2.822 -2.798 -3.691
C -2.762 -2.453 -1.293
H -1.822 -5.049 -3.151
H -2.073 -2.017 -3.897
H -3.848 -2.349 -3.851
H -2.767 -3.609 -4.480
H -1.902 -2.132 -0.747
H -3.159 -1.504 -1.618
H -3.458 -2.936 -0.575
C 0.979 -0.323 -1.796
O -0.212 -0.197 -1.460
N 1.751 -1.333 -1.546
C 3.224 -1.297 -1.662
C 1.283 -2.552 -0.933
H 1.505 0.458 -2.338
H 3.584 -0.306 -2.005
H 3.589 -2.062 -2.304
H 3.615 -1.378 -0.659
H 1.522 -2.493 0.140
H 0.201 -2.610 -0.951
H 1.787 -3.401 -1.403
C 2.024 0.500 1.592
O 2.671 -0.557 1.514
N 0.763 0.562 2.071
C 0.152 -0.643 2.616
C -0.077 1.816 1.944
H 2.325 1.443 1.122
H -0.326 -0.466 3.572
H 0.922 -1.411 2.678
H -0.561 -1.029 1.877
H 0.543 2.663 1.654
H -0.807 1.679 1.138
H -0.584 1.935 2.920
C 0.135 -4.022 3.553
O -0.510 -3.339 4.356
N -0.379 -4.768 2.569
C 0.473 -5.741 1.887
C -1.829 -4.698 2.328
H 1.289 -4.120 3.721
H 1.428 -5.787 2.415
H 0.715 -5.505 0.872
H 0.023 -6.747 1.862
H -2.053 -3.854 1.646
H -2.125 -5.637 1.741
H -2.206 -4.531 3.294

=====

Entry 3:
21
Properties=species:S:1:pos:R:3 method="wB97M-V/def2-TZVPD" total_charge=+1 e_lumo_ev=-3.8 e_above_lowest_kj_mol=163.84 homo_lumo_gap_ev=10.39 homo_energy_ev=-14.17
C 1.725 -0.542 0.130
C -1.187 -1.260 -0.970
C -0.452 0.500 1.441
C -0.649 0.146 -1.123
C 0.202 0.663 0.067
N 1.726 -1.661 0.833
N 0.822 1.906 -0.175
S 3.189 0.052 -0.456
H -1.306 -1.441 0.116
H -0.634 -2.189 -1.310
H -2.053 -1.313 -1.501
H -0.409 -0.596 1.728
H 0.070 1.003 2.293
H -1.517 0.887 1.365
H -0.075 0.407 -2.113
H -1.518 0.854 -1.064
H 0.931 -1.959 1.374
H 2.640 -2.088 0.829
H 0.453 2.381 -0.975
H 2.697 1.317 -0.986
H 0.737 2.674 0.667

=====

Entry 4:
11
Properties=species:S:1:pos:R:3 method="wB97M-V/def2-TZVPD" e_lumo_ev=0.6 e_above_lowest_kj_mol=307.27 homo_lumo_gap_ev=9.41 homo_energy_ev=-8.82
C -1.130 -0.243 -0.506
C -1.149 -1.060 0.593
C 0.897 -0.263 0.561
H 1.227 1.737 -0.103
H 1.358 0.982 -1.624
H -1.941 0.147 -1.019
N 0.651 1.349 -1.064
N 0.163 0.237 -0.395
O 0.024 -1.267 1.140
O 1.975 0.004 1.051
F -2.075 -1.621 1.365

=====

Entry 5:
27
Properties=species:S:1:pos:R:3 method="wB97M-V/def2-TZVPD" e_lumo_ev=0.8 e_above_lowest_kj_mol=28.44 homo_lumo_gap_ev=9.42 homo_energy_ev=-8.61
C 2.594 2.827 2.856
C 4.145 0.394 0.788
C 3.203 2.089 1.712
C 3.274 2.373 0.383
N 3.746 0.840 1.938
N 3.958 1.334 -0.203
H 4.777 -0.449 0.531
H 3.845 1.070 -1.172
H 3.069 3.285 -0.158
H 1.553 2.549 3.005
H 2.656 3.914 2.744
H 3.189 2.616 3.746
C -1.410 -1.616 -0.209
C -0.487 -2.400 -1.179
C -2.755 -1.322 -0.785
C -3.659 -2.267 -1.141
C -4.494 -0.259 -1.429
N -3.315 -0.062 -0.948
N -4.761 -1.594 -1.676
H -1.527 -2.181 0.716
H -0.881 -0.703 0.058
H 0.450 -2.561 -0.655
H -3.669 -3.350 -1.175
H -5.162 0.534 -1.732
H -5.686 -1.903 -1.401
H -0.315 -1.690 -1.987
H -0.944 -3.304 -1.576

=====

Entry 6:
19
Properties=species:S:1:pos:R:3 method="wB97M-V/def2-TZVPD" multiplicity=8 e_lumo_ev="0.2 / 0.4" e_above_lowest_kj_mol=0.00 homo_lumo_gap_ev="8.21 / 5.84" s_squared=16.1317 homo_energy_ev="-7.98 / -5.40"
C -5.017 1.943 -1.401
H -5.709 1.428 -0.719
H -4.335 2.305 -0.610
H -5.423 2.865 -1.853
O -6.238 0.214 -2.749
Gd -7.857 -0.354 -4.179
H -5.140 0.284 -3.016
O -3.895 1.279 -2.470
C -4.550 2.719 -6.453
O -3.991 2.077 -5.336
C -3.700 2.953 -4.277
C -3.057 2.188 -3.138
H -4.888 1.941 -7.149
H -5.434 3.328 -6.193
H -3.814 3.401 -6.912
H -4.637 3.438 -3.944
H -2.998 3.744 -4.600
H -2.650 2.924 -2.422
H -2.212 1.603 -3.528

=====

Entry 7:
15
Properties=species:S:1:pos:R:3 method="wB97M-V/def2-TZVPD" multiplicity=2 e_lumo_ev="0.7 / 0.1" e_above_lowest_kj_mol=152.25 homo_lumo_gap_ev="8.57 / 11.17" s_squared=0.7531 homo_energy_ev="-7.87 / -11.10"
Br 4.965 0.114 0.058
H 3.781 -0.536 -0.310
C -1.170 0.073 0.031
C -0.822 -1.327 0.018
C -0.735 0.734 -1.168
C -0.670 0.706 1.203
H -0.155 -1.675 0.891
H -1.705 -1.988 0.044
H -0.222 -1.661 -0.891
H -0.037 1.605 -0.994
H -0.163 0.064 -1.880
H -1.593 1.121 -1.751
H 0.019 1.597 1.012
H -1.456 1.107 1.846
H -0.037 0.066 1.890

=====

Entry 8:
19
Properties=species:S:1:pos:R:3 method="wB97M-V/def2-TZVPD" multiplicity=3 e_lumo_ev="0.9 / -1.0" e_above_lowest_kj_mol=19.54 homo_lumo_gap_ev="5.53 / 8.21" s_squared=2.0143 homo_energy_ev="-4.63 / -9.21"
C 2.240 -0.142 -0.279
C -0.665 -1.311 -0.705
C 2.689 -1.477 0.234
C -1.318 0.336 1.004
C -2.758 -0.292 -0.921
N 2.249 1.024 -0.465
N 0.139 -1.953 -1.197
N 1.807 2.193 -0.499
N -1.502 -0.373 -0.246
H 3.770 -1.640 0.081
H 2.540 -1.422 1.306
H 2.000 -2.031 -0.346
H -0.317 0.651 1.128
H -1.983 1.239 0.844
H -1.695 -0.265 1.785
H -3.777 -0.805 -0.478
H -3.057 0.689 -1.136
H -2.761 -0.889 -1.867
H 2.297 2.607 -1.282

=====

Entry 9:
13
Properties=species:S:1:pos:R:3 method="wB97M-V/def2-TZVPD" e_lumo_ev=0.8 e_above_lowest_kj_mol=125.65 homo_lumo_gap_ev=10.50 homo_energy_ev=-9.70
C -1.354 -0.313 0.562
C -0.030 0.278 0.289
C 0.131 1.569 -0.003
C 1.116 -0.711 0.291
H -1.599 -0.793 -1.351
H -1.953 0.192 1.362
H -1.184 -1.305 1.016
H 1.061 2.046 -0.290
H -0.652 2.253 0.307
H 0.853 -1.716 -0.079
H 1.537 -0.818 1.281
O -2.096 -0.323 -0.665
F 2.169 -0.246 -0.418

=====

Entry 10:
88
Properties=species:S:1:pos:R:3 method="wB97M-V/def2-TZVPD" total_charge=+3 e_lumo_ev=-7.8 e_above_lowest_kj_mol=220.96 homo_lumo_gap_ev=7.67 homo_energy_ev=-15.48
Pb 0.214 0.444 -0.036
F 1.088 1.928 6.928
C 0.341 0.927 6.428
C 0.339 0.730 5.079
C -0.377 -0.336 4.521
C -0.345 -0.567 3.081
O 0.354 0.193 2.346
C -1.096 -1.680 2.620
C -1.802 -2.441 3.526
N -1.815 -2.241 4.842
C -2.661 -3.068 5.690
C -2.746 -4.536 5.417
C -2.017 -4.045 6.631
C -1.094 -1.179 5.381
C -1.094 -0.948 6.761
C -0.370 0.094 7.316
N -0.372 0.273 8.711
C 0.016 -0.852 9.549
C -0.731 -0.806 10.869
N -0.401 0.496 11.550
C -0.746 1.667 10.666
C -0.027 1.541 9.332
C -1.189 -2.162 1.209
O -1.782 -3.174 0.930
O -0.573 -1.473 0.261
H 0.921 1.381 4.442
H -2.378 -3.279 3.159
H -3.559 -2.553 6.009
H -2.146 -4.950 4.618
H -3.713 -5.001 5.540
H -0.937 -4.114 6.612
H -2.473 -4.186 7.601
H -1.678 -1.587 7.405
H 1.099 -0.823 9.749
H -0.190 -1.800 9.058
H -0.452 -1.623 11.531
H -1.809 -0.806 10.716
H 0.598 0.518 11.771
H -0.900 0.568 12.439
H -0.461 2.578 11.190
H -1.826 1.645 10.536
H 1.056 1.647 9.481
H -0.354 2.372 8.713
C -0.611 3.454 -4.691
C -0.287 2.044 -5.172
C -0.441 0.998 -4.111
N -0.237 1.168 -2.856
N -0.409 -0.006 -2.135
C -0.784 -1.051 -2.863
N -1.028 -2.267 -2.396
S -0.917 -0.627 -4.531
H -0.470 4.162 -5.504
H 0.038 3.747 -3.866
H -1.647 3.524 -4.358
H 0.744 1.997 -5.532
H -0.920 1.775 -6.018
H -1.051 -2.420 -1.393
H -1.315 -3.004 -3.017
C -2.398 6.330 0.695
N -1.688 5.084 0.954
N -2.080 3.898 0.394
C -1.194 2.949 0.753
O -1.385 1.720 0.327
C -0.221 3.537 1.557
C -0.562 4.881 1.651
C 0.152 5.987 2.345
C -3.287 3.738 -0.367
C -4.512 3.991 0.232
C -5.666 3.831 -0.518
C -5.584 3.406 -1.838
C -4.349 3.138 -2.413
C -3.185 3.306 -1.678
H -2.671 6.378 -0.357
H -1.721 7.146 0.925
H -3.291 6.408 1.310
H 0.618 3.046 2.020
H 0.917 5.575 2.998
H -0.528 6.590 2.945
H 0.643 6.640 1.622
H -4.566 4.294 1.270
H -6.630 4.025 -0.069
H -6.486 3.283 -2.421
H -4.294 2.805 -3.441
H -2.213 3.107 -2.111
Cl 3.354 1.725 0.074
C 2.423 0.284 0.211
H 2.363 -0.111 1.218
H 2.642 -0.439 -0.569

=====

Entry 11:
5
Properties=species:S:1:pos:R:3 method="wB97M-V/def2-TZVPD" e_lumo_ev="-1.4 / -1.4" e_above_lowest_kj_mol=90.35 homo_lumo_gap_ev="7.34 / 7.35" homo_energy_ev="-8.74 / -8.72"
C 3.919 0.246 -0.526
N 0.256 -0.473 0.313
O 3.947 0.299 0.604
S 1.487 -0.866 -0.552
H -0.620 -0.936 0.050

=====

Entry 12:
13
Properties=species:S:1:pos:R:3 method="wB97M-V/def2-TZVPD" e_lumo_ev="0.4 / 0.5" e_above_lowest_kj_mol=507.77 homo_lumo_gap_ev="8.22 / 7.46" homo_energy_ev="-7.85 / -6.98"
C 1.539 -1.170 1.143
C 0.618 -0.841 0.426
C -0.064 1.575 1.261
C -0.227 0.160 -1.718
C -0.440 -0.552 -0.426
O -0.425 1.420 2.382
O -1.668 -1.078 -0.237
H 2.313 -1.294 1.840
H 0.573 2.393 0.901
H -1.140 0.678 -2.004
H 0.593 0.867 -1.634
H 0.019 -0.556 -2.507
H -1.689 -1.603 0.574

=====

Entry 13:
26
Properties=species:S:1:pos:R:3 method="wB97M-V/def2-TZVPD" e_lumo_ev=0.4 homo_lumo_gap_ev=10.50 homo_energy_ev=-10.10
C -2.222 -0.060 0.558
C -0.255 0.863 -0.614
C 1.010 0.686 -0.764
C 2.769 -1.002 -0.649
C 1.359 -0.893 1.196
C 2.717 1.212 0.669
C 1.943 -0.023 0.123
N -2.894 -0.015 -0.659
O -2.807 -0.222 1.616
O -5.224 -0.003 -1.974
O -0.939 0.301 0.526
P -4.582 -0.138 -0.674
Cl -4.954 -1.849 0.128
Cl -5.197 1.130 0.703
H -0.886 1.470 -1.155
H -2.325 0.014 -1.537
H 1.430 1.271 -1.653
H 2.248 -1.893 -0.903
H 3.725 -1.187 -0.154
H 2.927 -0.690 -1.773
H 2.122 -1.227 1.917
H 0.498 -0.547 1.873
H 0.738 -1.740 0.842
H 3.255 0.959 1.588
H 2.119 2.075 0.875
H 3.427 1.506 -0.101

=====

Entry 14:
84
Properties=species:S:1:pos:R:3 method="wB97M-V/def2-TZVPD" total_charge=+1 multiplicity=3 e_lumo_ev="-2.9 / -3.9" homo_lumo_gap_ev="9.30 / 8.32" s_squared=2.0040 homo_energy_ev="-12.17 / -12.17"
Ni -28.495 4.290 35.933
O -32.053 5.239 36.345
C -30.805 4.808 36.180
O -29.988 5.530 35.555
O -30.338 3.758 36.710
H -32.371 4.595 37.000
C -34.716 6.243 39.992
C -36.226 6.276 40.038
O -36.624 6.855 38.778
P -37.540 6.020 37.787
O -38.148 6.726 36.667
O -36.513 4.850 37.397
C -36.105 4.591 36.055
C -35.370 5.719 35.360
O -38.576 5.297 38.767
C -39.979 5.426 38.520
C -40.683 4.116 38.154
H -34.263 7.223 40.168
H -34.242 5.605 40.742
H -34.320 5.970 39.013
H -36.728 5.330 40.226
H -36.520 6.932 40.859
H -35.393 3.764 36.067
H -37.005 4.327 35.501
H -35.827 6.693 35.530
H -34.290 5.796 35.480
H -35.431 5.503 34.287
H -40.509 5.976 39.298
H -40.126 6.059 37.643
H -41.626 4.417 37.698
H -40.058 3.650 37.392
H -40.869 3.442 38.987
C -30.726 6.461 40.238
C -29.812 7.326 39.376
O -28.535 6.665 39.267
P -27.664 6.887 37.968
O -27.682 5.812 36.949
O -26.187 7.123 38.447
C -26.025 8.274 39.304
C -24.803 9.042 38.813
O -28.287 8.207 37.374
C -28.015 8.657 36.034
C -28.702 10.003 35.844
H -30.126 6.204 41.114
H -31.594 7.013 40.593
H -31.043 5.566 39.708
H -30.367 7.450 38.443
H -29.709 8.347 39.744
H -26.855 8.975 39.381
H -25.762 7.936 40.307
H -25.098 9.361 37.814
H -24.434 9.837 39.463
H -23.898 8.430 38.842
H -26.932 8.780 35.943
H -28.307 7.994 35.219
H -28.352 10.685 36.620
H -28.391 10.388 34.874
H -29.778 9.911 35.979
C -31.915 1.044 35.103
C -30.475 0.576 34.929
O -29.976 0.799 33.604
P -29.582 2.250 33.137
O -29.125 3.027 34.311
O -28.519 2.088 32.007
C -28.876 1.567 30.724
C -29.039 2.734 29.751
O -30.881 2.867 32.467
C -31.103 4.287 32.617
C -32.248 4.746 31.730
H -32.439 0.584 34.261
H -32.416 0.879 36.049
H -31.866 2.105 34.841
H -29.876 1.116 35.664
H -30.385 -0.487 35.139
H -28.107 0.948 30.266
H -29.800 0.990 30.708
H -29.270 2.580 28.700
H -29.732 3.438 30.218
H -28.112 3.315 29.684
H -31.458 4.389 33.642
H -30.258 4.948 32.427
H -33.093 4.093 31.953
H -32.565 5.769 31.917
H -31.917 4.638 30.696

=====

Entry 15:
9
Properties=species:S:1:pos:R:3 method="wB97M-V/def2-TZVPD" e_lumo_ev="-1.2 / -2.0" e_above_lowest_kj_mol=324.72 homo_lumo_gap_ev="8.28 / 6.08" homo_energy_ev="-9.47 / -8.10"
C 1.390 0.954 0.234
C -0.747 -2.173 -0.103
C -0.515 -0.761 -0.341
O -0.547 -3.157 -0.776
S 1.725 1.692 -1.079
Br -1.918 -2.462 1.416
H 1.584 0.332 1.056
H -1.030 -0.100 0.234
H -0.270 -0.399 -1.280

=====

| no. | calculated total energy (Ha) |
| --- | --- |
| 1 | -1258.19494 |
| 2 | -1933.30650 |
| 3 | -705.70356 |
| 4 | -475.89213 |
| 5 | -570.35270 |
| 6 | -1150.20500 |
| 7 | -2732.30604 |
| 8 | -415.25136 |
| 9 | -331.66148 |
| 10 | -3170.15289 |
| 11 | -566.79601 |
| 12 | -344.40851 |
| 13 | -1816.19344 |
| 14 | -4412.64651 |
| 15 | -3163.38756 |